1.
ORCA calculation (ωB97M-V/def2-TZVPD) on a 4-piece molecular cluster, C29H68N2OP overall at a distorted geometry.

```
101
Properties=species:S:1:pos:R:3
C 5.1638 -5.7992 -1.1327
C 6.0739 -4.8378 -1.9026
C 5.3857 -3.5030 -2.2292
C 5.4653 -2.5101 -1.0478
P 3.9941 -1.5449 -0.7984
N 4.3173 -0.4207 0.3929
C 3.4217 -0.6976 -2.2772
C 1.9473 -0.9580 -2.5929
C 1.6142 -2.4550 -2.8113
C 0.5867 -2.9417 -1.7998
N 0.2500 -4.3565 -1.9324
C 1.4048 -5.2446 -2.0697
C -0.6902 -4.8768 -1.0146
C -1.3768 -3.9390 -0.0604
O -0.8997 -6.0862 -0.9765
H 4.1504 -5.7909 -1.5462
H 5.5431 -6.8201 -1.1801
H 5.0894 -5.5251 -0.0771
H 6.9696 -4.6345 -1.3123
H 6.3626 -5.3037 -2.8461
H 5.8406 -3.0511 -3.1114
H 4.3443 -3.7200 -2.4890
H 6.3016 -1.8139 -1.1537
H 5.6114 -3.0653 -0.1134
H 2.9869 -2.3868 -0.3239
H 3.8742 -0.6251 1.2811
H 4.0491 0.5139 0.1107
H 3.5777 0.3704 -2.0867
H 4.0843 -0.9646 -3.1057
H 1.7215 -0.4032 -3.5064
H 1.3159 -0.5448 -1.8029
H 2.5357 -3.0370 -2.7158
H 1.2614 -2.6126 -3.8308
H 0.9436 -2.6871 -0.7884
H -0.3210 -2.3607 -1.9674
H 1.9731 -5.0104 -2.9706
H 2.0671 -5.1945 -1.1920
H 1.0524 -6.2698 -2.1629
H -1.7363 -3.0241 -0.5221
H -2.2111 -4.4753 0.3857
H -0.6681 -3.6543 0.7241
C -2.5332 1.6253 4.0531
C -2.2538 1.4752 2.5612
C -1.9898 0.0344 2.1327
C -0.7633 -0.6121 2.7832
C 0.5397 0.1488 2.5342
C 0.8734 0.2504 1.0481
H -1.6771 1.3205 4.6576
H -2.7519 2.6656 4.2943
H -3.3929 1.0241 4.3537
H -1.4072 2.1120 2.2849
H -3.1099 1.8528 1.9968
H -1.8799 0.0040 1.0454
H -2.8695 -0.5739 2.3636
H -0.6581 -1.6320 2.3962
H -0.9178 -0.7167 3.8590
H 1.3524 -0.3607 3.0614
H 0.4845 1.1526 2.9612
H 0.9460 -0.7472 0.5986
H 1.8196 0.7731 0.8902
H 0.1090 0.8052 0.5032
C -2.6734 0.3917 -1.6346
C -3.8250 -0.5001 -2.0943
C -3.5083 -1.3167 -3.3479
C -3.1757 -0.4867 -4.5887
C -4.2616 0.5043 -5.0038
C -5.5855 -0.1623 -5.3653
H -2.4241 1.1467 -2.3818
H -2.9345 0.9160 -0.7150
H -1.7735 -0.1987 -1.4383
H -4.7112 0.1159 -2.2598
H -4.0871 -1.1922 -1.2893
H -4.3511 -1.9772 -3.5622
H -2.6618 -1.9812 -3.1400
H -2.9834 -1.1713 -5.4204
H -2.2400 0.0600 -4.4270
H -3.9001 1.0710 -5.8650
H -4.4259 1.2367 -4.2083
H -5.4497 -0.8838 -6.1730
H -6.3143 0.5765 -5.6977
H -6.0204 -0.6890 -4.5146
C -2.6212 7.9077 3.9638
C -1.0983 7.8467 3.8943
C -0.5721 6.6794 3.0612
C -0.9603 5.2957 3.5842
C -0.5249 5.0041 5.0187
C 0.9884 5.0333 5.2123
H -3.0403 7.0260 4.4510
H -2.9508 8.7795 4.5291
H -3.0537 7.9764 2.9635
H -0.6880 7.7993 4.9065
H -0.7231 8.7765 3.4604
H 0.5170 6.7531 2.9934
H -0.9437 6.7796 2.0364
H -0.5237 4.5381 2.9225
H -2.0442 5.1684 3.5100
H -0.8972 4.0147 5.2981
H -0.9943 5.7103 5.7079
H 1.4791 4.3179 4.5472
H 1.2564 4.7736 6.2368
H 1.4037 6.0207 5.0073
```

E_tot ... -45487.865 eV
Total charge ... +1
E_LUMO ... -2.76 eV
Kohn-Sham gap ... 9.1 eV

Results of the Mulliken charge analysis, in e, for atoms 1 through 4:
1. C -0.864
2. C -0.897
3. C -0.015
4. C -0.643


2.
ORCA calculation (ωB97M-V/def2-TZVPD) on C29H69HgN2O11S3 as an isolated structure at a distorted geometry.

```
115
Properties=species:S:1:pos:R:3
Hg 0.8199 -4.9589 -0.3891
C 0.4640 -1.1005 1.4812
C -0.2833 -1.5066 0.2357
C -0.5289 -0.2473 -0.5524
O 0.0706 -2.7299 -0.4742
H 0.1856 -1.6058 2.4061
H 0.0798 -0.1676 1.8938
H 1.5300 -0.9080 1.3601
H -1.2432 -1.7909 0.6668
H -1.1571 -0.4660 -1.4160
H 0.3114 0.0812 -1.1640
H -1.1054 0.5306 -0.0518
C 3.4925 1.4415 -0.4229
C 4.6638 0.6365 0.1945
C 4.6195 -0.8013 -0.2683
O 5.8535 1.2804 -0.1145
H 3.4661 2.4504 -0.0113
H 2.5098 0.9701 -0.4309
H 3.6762 1.5708 -1.4895
H 4.4321 0.6867 1.2584
H 3.8329 -1.2934 0.3038
H 5.5560 -1.3192 -0.0615
H 4.4490 -0.8729 -1.3425
H 6.3368 1.4370 0.7001
C -4.2132 0.9716 -0.2994
C -5.3444 1.8940 -0.0257
C -6.7350 1.1535 -0.3822
O -5.3009 2.3258 1.2506
H -4.0114 0.7761 -1.3525
H -4.3461 -0.0327 0.1028
H -3.3924 1.3040 0.3362
H -5.2559 2.8075 -0.6137
H -6.8946 0.1371 -0.0224
H -6.8327 1.0950 -1.4663
H -7.5655 1.7387 0.0127
H -6.0453 1.9404 1.7184
C 0.2753 1.2682 -4.3403
C -0.0364 2.6441 -3.7233
C 0.5101 3.7790 -4.6726
O -0.2962 4.0134 -5.8625
C -0.1059 5.2782 -6.4148
N -1.4415 2.7501 -3.6442
H 1.3138 1.2513 -4.6710
H -0.2361 1.2226 -5.3018
H 0.0807 0.3824 -3.7356
H 0.4291 2.7388 -2.7423
H 1.5343 3.5709 -4.9821
H 0.5407 4.6309 -3.9932
H 0.0954 6.1856 -5.8455
H -1.0012 5.4357 -7.0163
H 0.7895 4.9885 -6.9647
H -1.6550 3.4879 -2.9885
H -1.7387 3.0553 -4.5600
C -0.6388 -4.3328 4.1413
C -0.4294 -5.0910 2.7974
C -1.6277 -5.0876 1.9157
O -1.3138 -5.5845 0.6481
C -2.3686 -5.6069 -0.2984
N 0.7438 -4.5524 2.1780
H -1.4800 -4.6985 4.7301
H -0.6894 -3.3478 3.6772
H 0.2393 -4.3367 4.7871
H -0.0703 -6.0835 3.0695
H -1.9806 -4.0749 1.7205
H -2.3399 -5.7189 2.4470
H -3.4281 -5.6119 -0.0424
H -2.2540 -6.4352 -0.9976
H -2.1624 -4.6988 -0.8649
H 0.7188 -3.5431 2.1502
H 1.5736 -4.7778 2.7080
C 2.9071 -3.1862 -4.9981
C 2.4757 -2.1034 -3.9267
C 0.9180 -2.2730 -3.8331
S 0.6409 -4.1415 -3.9440
O -0.1967 -4.3176 -5.1307
O 0.3878 -4.8777 -2.6762
C 2.3060 -4.4951 -4.6930
H 3.9961 -3.2165 -4.9624
H 2.5548 -2.8920 -5.9868
H 2.8036 -1.1428 -4.3238
H 2.9583 -2.2543 -2.9611
H 0.4003 -1.8562 -4.6970
H 0.4401 -1.8284 -2.9601
H 2.2051 -5.1510 -5.5577
H 2.9719 -4.8307 -3.8980
C 1.3925 -0.4886 6.9731
C 0.6648 0.7458 7.4332
C -0.8040 0.5558 7.0646
S -0.8167 -0.0440 5.3210
O -0.6151 1.0440 4.2846
O -1.9442 -0.9371 4.9087
C 0.8570 -0.8839 5.6457
H 1.2198 -1.2594 7.7242
H 2.4700 -0.3631 6.8658
H 1.0221 1.6064 6.8677
H 0.8621 0.9459 8.4863
H -1.5490 1.3436 7.1761
H -1.1366 -0.3766 7.5209
H 1.2414 -0.5198 4.6929
H 0.6597 -1.9557 5.6254
C 0.4904 5.1288 2.0325
C -0.3169 3.8957 1.8366
C -0.1784 3.2846 0.4440
S 0.2241 4.6784 -0.6158
O -0.8969 4.8375 -1.5106
O 1.5060 4.4411 -1.2909
C 0.2648 6.0008 0.7171
H 1.5320 4.8679 2.2199
H 0.3549 5.7243 2.9353
H -1.3959 4.0209 1.9274
H 0.0306 3.1650 2.5669
H -1.1437 2.7962 0.3111
H 0.5510 2.4930 0.2725
H -0.7561 6.3766 0.7853
H 0.7969 6.9134 0.4486
```

E_tot ... -93349.680 eV
Total charge ... +2
E_LUMO (alpha / beta) ... -9.22 / -9.25 eV
Spin multiplicity ... 2
Kohn-Sham gap (alpha / beta) ... 2.7 / 2.7 eV

Results of the Mulliken charge analysis, in e, for atoms 1 through 4:
1. Hg 1.606
2. C -0.440
3. C 0.977
4. C -1.125


3.
ORCA calculation (ωB97M-V/def2-TZVPD) on a 4-piece molecular cluster, C29H70B2N7O11PSi overall at a distorted geometry.

```
121
Properties=species:S:1:pos:R:3
C -0.7502 -0.6326 0.6929
C -1.4674 0.7303 0.1496
C -0.4833 2.0080 -0.1094
C 0.7268 2.2161 0.9680
N 1.9352 1.3674 0.8405
C 2.6966 1.5237 -0.4932
C 2.8044 3.0636 -1.0182
C 3.6647 4.0994 -0.0920
O 3.3886 4.0868 1.3438
Si 4.5914 4.9696 2.2741
C 3.7080 6.0109 3.6857
C 5.6278 6.2436 1.2608
C 5.7151 3.6217 3.1555
O 2.0737 0.5554 -1.3847
C 2.5287 0.5371 -2.7604
C 1.6688 1.4834 -3.8053
C 0.0537 1.2385 -3.8159
N -0.7828 2.4983 -3.8823
C 2.5447 -1.0818 -3.2049
C 2.6957 -1.3216 -4.8141
C 4.1561 -1.0113 -5.4734
C 4.6099 0.5570 -5.5336
O 5.5009 1.1752 -4.7561
O 4.0110 1.3969 -6.6240
N 1.1937 -1.5980 -2.7908
B 1.1187 -3.0663 -2.4820
O 1.0873 -4.0960 -3.5806
C 1.0147 -3.7173 -0.9390
C -0.0197 -4.9992 -0.8543
P 4.0545 -1.9125 -2.3648
N 4.4855 -3.3452 -3.0677
O 3.8668 -2.2492 -0.6686
O 5.5143 -0.9163 -2.5583
B 4.2604 1.0948 -0.0381
C 4.5826 0.1781 1.3193
O 5.4731 1.5442 -0.7917
H -0.4311 -0.4185 1.8233
H -1.4458 -1.5747 0.7322
H 0.2483 -0.8070 0.1079
H -2.3818 1.0205 0.8399
H -1.9525 0.4582 -0.9067
H -1.1786 2.9748 -0.0026
H -0.0186 2.0856 -1.1792
H 0.2468 1.9774 2.0370
H 0.9179 3.3940 1.0063
H 1.8133 0.3655 1.0895
H 1.7525 3.5928 -1.2182
H 3.3416 3.0949 -2.0858
H 3.3841 5.1953 -0.4756
H 4.8464 4.0329 -0.2500
H 3.1233 6.8741 3.1538
H 3.0402 5.2630 4.2897
H 4.6030 6.4583 4.3318
H 4.9913 7.0857 0.7483
H 6.1717 5.6425 0.3859
H 6.5003 6.7068 1.9068
H 5.9668 2.7932 2.3552
H 5.0696 3.1981 4.0356
H 6.6937 4.0943 3.6236
H 3.6603 0.8761 -2.9336
H 2.0221 1.3741 -4.9405
H 1.8193 2.6466 -3.5790
H -0.1908 0.4994 -4.7162
H -0.2188 0.6399 -2.8217
H -0.2023 3.3557 -4.0112
H -1.4194 2.3897 -4.7159
H 1.8962 -0.7303 -5.4758
H 2.4749 -2.4673 -5.0744
H 4.0734 -1.3642 -6.6130
H 5.0563 -1.6216 -5.0365
H 3.9685 2.3614 -6.3254
H 0.5869 -1.4805 -3.6584
H 0.1086 -4.0726 -3.8693
H 2.0973 -4.1673 -0.7129
H 0.6846 -2.9318 -0.1370
H -1.1157 -4.6899 -0.5813
H 0.4025 -5.6968 0.0176
H -0.0313 -5.6677 -1.8163
H 5.4596 -3.2586 -3.4721
H 3.0612 -1.7705 -0.2852
H 6.0372 -1.1376 -1.7086
H 4.5172 0.9283 2.2434
H 5.7020 -0.2041 1.3036
H 3.8236 -0.6994 1.4764
H 6.2870 1.0602 -0.4221
C -4.9789 -2.5389 3.1640
C -4.3257 -1.3941 2.4416
O -3.1404 -1.1121 2.6027
N -5.0865 -0.6555 1.5840
C -6.4824 -0.8194 1.2561
H -4.2438 -3.0289 3.8091
H -5.7960 -2.1704 3.7899
H -5.3505 -3.2735 2.4445
H -4.5728 0.0960 1.1379
H -6.5598 -0.9863 0.1790
H -7.0014 0.1073 1.5129
H -6.9405 -1.6538 1.7887
C -1.6637 -3.5390 5.3737
C -2.1749 -4.9464 5.2429
O -2.7997 -5.3244 4.2544
N -1.9287 -5.8184 6.2621
C -1.2212 -5.5772 7.4967
H -1.9391 -2.9676 4.4824
H -2.1130 -3.0561 6.2456
H -0.5737 -3.5420 5.4583
H -2.3057 -6.7448 6.0970
H -0.3770 -6.2693 7.5437
H -1.9031 -5.7875 8.3242
H -0.8574 -4.5519 7.5752
C -9.7403 -0.2009 -1.4485
C -9.7809 0.4487 -0.0937
O -8.7783 0.5553 0.6091
N -10.9757 0.9295 0.3546
C -12.2574 0.9046 -0.3085
H -8.7199 -0.5318 -1.6629
H -10.3972 -1.0746 -1.4655
H -10.0391 0.5165 -2.2176
H -10.9185 1.3514 1.2745
H -12.6024 1.9356 -0.4172
H -12.9574 0.3581 0.3284
H -12.2100 0.4301 -1.2895
```

E_tot ... -82676.293 eV
Total charge ... 0
E_LUMO ... 0.43 eV
Energy relative to the best compared isomer or geometry (same formula, charge and spin) ... 1225.1 kJ/mol
Kohn-Sham gap ... 8.8 eV

Results of the Mulliken charge analysis, in e, for atoms 1 through 4:
1. C -0.086
2. C -0.570
3. C 0.665
4. C -0.914


Question: What is the E_tot in the first record?
Answer: -45487.865 eV


Question: Which of these has the highest E_tot?
Answer: C29H68N2OP


Question: Among the records above, which one has the highest total charge?
Answer: C29H69HgN2O11S3


Question: Which value of total charge does entry 2 give?
Answer: +2